(1)
11
Properties=species:S:1:pos:R:3:forces:R:3:mulliken_charge:R:1 method="wB97M-V/def2-TZVPD" homo_ev=-10.16 lumo_energy_ev=-0.06 de_lowest_kcal_mol=62.8 homo_lumo_gap_ev=10.102 smiles="C#CC(=O)C#CC"
C -0.149352 -0.269690 -2.545410 -0.03 -0.02 -0.09 -1.257
C 0.122522 0.000004 -1.142025 0.09 0.22 0.42 1.172
C 0.371362 0.301937 -0.002702 -0.02 0.04 -0.64 -0.172
C 0.668434 0.701550 1.351613 0.42 0.12 -0.01 -0.018
O 1.767077 1.031341 1.738138 -0.33 0.16 -0.35 -0.468
C -0.420808 0.500757 2.297319 0.22 -0.82 0.61 -0.428
C -0.779617 -0.277994 3.146110 0.09 0.26 -0.20 -0.094
H 0.542581 -1.019235 -2.939431 -0.09 0.09 0.05 0.304
H -0.008474 0.658115 -3.107953 -0.03 -0.15 -0.01 0.283
H -1.175262 -0.617158 -2.693330 0.14 0.03 0.02 0.309
H -0.938462 -1.009627 3.897670 -0.47 0.06 0.20 0.371

(2)
83
Properties=species:S:1:pos:R:3:forces:R:3:mulliken_charge:R:1 method="wB97M-V/def2-TZVPD" homo_ev="-12.11 / -12.24" lumo_energy_ev="-6.48 / -8.49" de_lowest_kcal_mol=0.0 homo_lumo_gap_ev="5.627 / 3.750" total_charge=+2
Sn 0.209166 -2.392990 1.121524 -0.71 1.67 0.73 0.923
C -2.188098 0.672188 0.645897 0.35 1.15 -1.67 0.950
C -1.786281 1.124230 -0.638486 -0.67 -0.53 1.16 0.137
C -1.931379 -1.174555 -0.703309 0.23 -0.51 2.23 0.452
C -2.366874 -0.747076 0.589201 1.08 -1.44 -1.68 0.680
C -1.625865 -0.010408 -1.463843 -0.17 0.92 0.23 0.271
C -2.442634 1.481197 1.840652 -0.12 0.61 0.43 -1.232
H -2.165430 2.526281 1.673217 -0.10 -0.15 0.09 0.401
H -1.861874 1.105423 2.690793 -0.19 0.07 -0.15 -0.354
H -3.503967 1.457656 2.127841 0.18 0.00 -0.01 0.432
C -3.099989 -1.558973 1.578855 -0.64 0.02 0.84 -0.987
H -3.245840 -0.996168 2.516840 0.26 -0.31 -0.29 0.349
H -2.622503 -2.515686 1.843229 -0.18 0.12 -0.13 0.171
H -4.122503 -1.778749 1.226962 0.34 -0.10 -0.10 0.395
C -1.981915 -2.556506 -1.226125 -0.58 -0.72 -0.55 -0.936
H -3.023226 -2.903121 -1.307230 0.23 -0.06 -0.03 0.279
H -1.449060 -3.301039 -0.608882 -0.34 0.05 -0.25 0.098
H -1.542738 -2.609774 -2.229154 -0.07 -0.10 0.24 0.366
C -1.385203 0.026545 -2.914906 0.29 -0.05 -0.47 -1.712
H -2.331754 0.119199 -3.468807 0.13 -0.05 0.13 0.348
H -0.880799 -0.873561 -3.276031 -0.10 0.06 -0.01 0.450
H -0.773578 0.885491 -3.194588 -0.06 0.01 0.00 0.356
C -1.740363 2.527152 -1.107205 0.14 0.72 -0.37 -1.686
H -2.641187 2.823979 -1.674812 0.24 -0.25 0.25 0.369
H -0.893174 2.691725 -1.782346 -0.13 0.06 0.11 0.333
H -1.640595 3.239957 -0.284986 -0.04 -0.10 -0.08 0.351
C 2.240680 0.983002 1.644197 -0.54 -0.60 0.10 -0.295
C 1.463855 2.068386 1.582365 -0.14 -0.62 0.21 -1.021
C 1.516968 3.156295 0.575782 0.21 0.52 -0.51 -0.455
C 2.300579 2.804322 -0.719941 -0.16 1.26 0.36 -1.270
C 1.723997 1.635526 -1.454513 0.34 -0.42 -0.61 -0.337
C 2.049140 0.343267 -1.389164 -0.24 -0.22 -0.06 -0.539
C 3.058203 -0.272020 -0.460354 0.37 0.58 0.39 0.494
C 3.418523 0.620662 0.777691 0.90 -0.57 -0.29 -0.456
H 1.901169 4.078459 1.044774 0.12 -0.24 -0.26 0.546
H 3.369260 2.755049 -0.490670 -0.41 -0.07 -0.37 0.298
H 0.497983 3.431562 0.270858 0.09 -0.21 0.20 0.061
H 4.017264 1.493110 0.471581 -0.39 -0.53 0.21 0.249
H 1.948122 0.173231 2.343776 0.30 0.79 -0.13 0.682
H 0.654070 2.171127 2.309299 0.17 -0.23 -0.09 0.328
H 4.117185 0.022675 1.388727 -0.24 0.15 -0.05 0.377
H 2.720599 -1.253641 -0.082050 -0.10 0.14 -0.14 -0.057
H 1.583238 -0.369450 -2.087676 0.05 0.44 0.24 0.510
H 3.965260 -0.514731 -1.058570 -0.26 0.11 0.40 -0.306
H 2.179170 3.667818 -1.392575 0.15 -0.16 0.22 0.531
H 1.024153 1.941575 -2.232110 -0.02 -0.28 0.18 0.605
P 6.952694 -1.072301 -1.624672 2.04 1.07 0.57 0.556
P 7.212494 -2.555089 -4.255013 2.64 0.34 -0.80 0.340
C 8.684669 -1.162677 -2.317439 -0.14 -0.35 -0.52 -0.843
C 8.796707 -2.323252 -3.309389 -0.23 -0.10 0.74 -0.922
H 9.367282 -1.306619 -1.470601 -0.12 0.15 -0.22 0.454
H 8.917534 -0.193894 -2.792140 -0.14 -0.42 0.13 0.450
H 9.604091 -2.148240 -4.029535 -0.17 -0.21 0.05 0.526
H 8.997896 -3.271701 -2.786245 0.00 0.30 -0.11 0.461
C 7.729214 -4.064206 -5.172956 -0.99 -0.39 0.33 -1.051
H 6.991497 -4.270866 -5.955868 0.25 -0.13 0.10 0.393
H 7.759423 -4.900126 -4.465002 0.03 0.02 -0.31 0.375
H 8.720647 -3.906747 -5.617050 -0.26 0.12 0.18 0.359
C 7.583264 -1.324712 -5.581542 -1.09 0.22 0.18 -1.093
H 8.606651 -1.463570 -5.947287 -0.22 -0.11 0.18 0.400
H 7.458690 -0.312351 -5.188720 0.03 -0.03 -0.21 0.293
H 6.872561 -1.485508 -6.398520 0.16 0.23 0.03 0.404
C 7.356649 -1.568115 0.103512 -0.83 -0.62 0.06 -1.171
H 6.483249 -1.399999 0.749016 0.31 -0.09 -0.07 0.267
H 8.219181 -0.999887 0.479767 -0.31 -0.04 -0.26 0.420
H 7.597008 -2.640954 0.106878 -0.06 0.29 0.14 0.370
C 6.894318 0.761338 -1.452734 -0.89 -0.01 -0.31 -0.719
H 6.865758 1.189962 -2.465100 -0.03 0.01 0.34 0.351
H 7.786398 1.131693 -0.926438 -0.24 -0.29 -0.11 0.454
H 5.984274 1.060388 -0.914399 0.30 0.06 -0.13 -0.046
C -0.174793 -1.223573 2.875190 -0.75 0.32 0.96 -1.463
C -0.743948 -0.731467 3.866521 1.03 -1.41 -1.55 0.782
C -1.456990 -0.386253 5.052137 -0.24 0.64 0.79 0.584
C -2.028594 -1.415134 5.821684 0.02 -0.01 -0.07 -0.301
C -2.748017 -1.123403 6.980255 0.23 0.26 -0.31 -0.616
C -2.887083 0.202645 7.408503 0.14 -0.37 -0.34 -0.414
C -2.309431 1.225902 6.658106 0.17 0.21 -0.20 -0.644
C -1.595187 0.950271 5.494006 0.09 -0.55 -0.24 -0.154
H -1.867805 -2.439811 5.485158 -0.22 0.20 0.21 0.418
H -3.193707 -1.933586 7.541016 0.03 0.03 0.05 0.410
H -3.433084 0.424852 8.324267 0.12 -0.02 -0.26 0.402
H -2.409189 2.260175 6.978796 0.03 -0.20 -0.01 0.401
H -1.103824 1.726605 4.905336 -0.27 -0.02 0.31 0.417